1.
Entry from the Open Molecules 2025 dataset: a structure of composition C30H45F5MnP2S (ωB97M-V/def2-TZVPD).

XYZ file:
```
84
Properties=species:S:1:pos:R:3:forces:R:3
Mn -0.72756 -0.13537 -2.37627 -1.355 0.896 2.532
S 1.52977 -0.61909 2.94723 0.114 -0.039 -0.086
P 1.20238 -2.80492 0.05255 -0.452 0.643 -0.340
P 2.08515 2.03444 1.00099 -0.650 -0.511 -0.160
F 1.89206 1.18686 5.27298 -0.669 -1.101 0.517
F 0.94840 0.80502 7.79508 -0.205 -0.779 -0.651
F -0.09691 -2.93318 3.91098 0.336 0.808 1.173
F -0.45802 -1.47893 8.40711 0.419 0.186 -1.126
F -0.92799 -3.36959 6.46793 0.488 0.928 -0.158
C 0.96441 -0.87550 4.51973 -0.210 -0.174 0.561
C 1.89654 3.08673 2.49429 0.152 0.023 -0.153
C 1.02722 -1.39839 -4.25545 0.515 -0.232 -0.339
C -0.40692 -1.53793 -3.77292 -0.466 0.770 -0.943
C -1.68430 0.72021 0.76369 0.274 1.641 -0.942
C 1.19932 0.05586 5.55966 0.336 0.688 -0.073
C 0.22347 -2.02961 4.88079 -0.457 -0.438 -0.478
C -1.17515 0.51092 -5.18107 -0.360 0.036 -0.229
C -2.27750 -1.64624 1.52596 0.204 -0.427 0.203
C -1.81263 1.50824 -0.39191 -0.212 -1.019 0.646
C -2.07321 -0.61310 0.48559 -1.003 -0.850 -1.154
C 2.30951 3.32058 -0.29819 0.105 -0.024 0.109
C -1.61611 2.97867 -0.44633 0.007 0.688 -0.132
C -3.46192 1.23382 -2.37726 0.307 0.167 -0.801
C -1.44394 -0.61048 -4.18898 1.301 -1.524 -0.461
C -2.49404 0.68619 -1.39751 -0.345 -1.093 1.883
C 1.09600 0.64219 -2.67706 -0.387 1.323 -1.063
C 0.72180 -0.12848 6.84835 0.239 0.598 0.275
C -0.29728 1.66745 -4.63781 -0.147 0.569 -0.129
C 0.06319 1.55728 -3.15956 1.948 -0.872 -0.114
C 1.90351 -3.75550 1.45208 -0.070 -0.041 0.073
C 1.86603 -0.23438 -3.63307 0.310 -0.282 -0.132
C 2.60391 -2.83515 -1.13114 0.270 0.045 0.124
C 3.81204 1.43610 1.15218 -0.067 0.091 -0.106
C -2.55645 -0.69249 -0.84009 0.802 1.219 -0.353
C -3.26771 -1.84793 -1.44484 -0.281 -0.589 -0.349
C 0.15178 -4.07324 -0.74975 -0.135 -0.258 0.108
C 0.00182 -1.28605 7.15954 -0.178 -0.139 0.610
C -1.49176 1.22964 2.13623 0.261 0.193 0.522
C -0.24057 -2.24610 6.17134 -0.223 -0.598 -0.227
H 2.73611 -0.66076 -3.10664 -0.378 0.174 -0.185
H -0.85777 2.60840 -4.78719 0.266 -0.373 0.158
H -0.70970 -2.55056 -3.45545 0.011 0.635 0.016
H 1.09962 -3.98744 2.16623 0.297 -0.026 -0.268
H -3.20007 -1.42722 2.09173 0.226 -0.010 -0.175
H 2.46746 2.84630 -1.27644 0.039 0.192 0.245
H -0.73840 -4.26490 -0.13729 0.191 -0.059 -0.094
H -0.05228 2.48572 -2.59222 -0.197 -0.567 0.076
H 1.54931 -2.34472 -4.04817 -0.207 0.294 -0.173
H -3.63185 0.53124 -3.20430 -0.156 0.238 0.250
H -1.45296 -1.67339 2.24935 -0.122 0.035 -0.190
H -1.38968 2.32007 2.15556 0.100 -0.279 0.023
H -3.09159 2.17920 -2.80209 -0.195 -0.208 0.093
H -2.47169 -1.00072 -4.19412 0.448 0.241 0.222
H 4.06789 0.88029 0.23652 0.020 0.186 0.295
H 4.47545 2.30287 1.25862 0.122 -0.301 0.066
H -0.72226 0.12449 -6.11060 -0.165 -0.104 0.379
H -0.84879 3.31790 0.26260 -0.181 -0.200 -0.173
H 2.74275 3.78458 2.52666 -0.248 0.037 0.262
H -4.42829 1.43600 -1.88888 0.232 -0.072 -0.048
H -0.61668 0.77348 2.62425 -0.225 0.202 -0.104
H 3.89817 0.75962 2.01273 0.077 0.258 -0.225
H 2.63309 -3.12706 1.98600 -0.122 -0.336 -0.242
H -0.19391 -3.72056 -1.73064 0.165 -0.081 0.245
H 1.41260 3.94760 -0.36199 0.198 -0.061 0.008
H 0.94811 3.63993 2.41392 0.333 -0.077 0.089
H -1.29722 3.30952 -1.44245 -0.188 0.011 0.267
H -2.91186 -2.80237 -1.02463 -0.152 0.347 -0.121
H 2.36694 -4.67965 1.07442 -0.050 0.220 0.288
H -2.15685 0.91187 -5.47793 0.347 -0.069 0.078
H -2.37731 0.97819 2.74378 0.247 0.017 -0.136
H 3.24578 -1.96747 -0.94789 0.036 -0.168 -0.028
H -3.06868 -1.89117 -2.52316 -0.308 -0.152 0.259
H 3.19044 -3.75117 -1.00058 -0.005 0.110 -0.201
H 0.71798 -5.00194 -0.87121 -0.209 -0.045 -0.099
H 2.27822 0.37859 -4.45517 -0.136 -0.147 0.308
H 1.87150 2.46409 3.40082 0.058 0.279 -0.391
H 1.65560 0.93419 -1.77485 -0.691 -0.257 -0.090
H 0.60631 1.78765 -5.26565 -0.213 -0.199 0.410
H -2.54100 3.53303 -0.20540 0.239 -0.235 -0.095
H 1.06959 -1.25888 -5.34820 -0.271 -0.227 0.242
H -4.35953 -1.80097 -1.29993 0.294 -0.023 -0.047
H -2.39210 -2.64627 1.09111 0.031 0.239 0.129
H 2.23881 -2.76846 -2.16191 0.042 -0.076 0.255
H 3.17774 3.93608 -0.04202 -0.116 0.117 -0.215
```
Forces are in eV/Å.

electronic energy = -3900.89001 Eh
total charge = +1
multiplicity = 5

***

2.
Entry from the Open Molecules 2025 dataset: a structure of composition C57H47AsBrCl2F5N3P2Ti (ωB97M-V/def2-TZVPD).

XYZ file:
```
119
Properties=species:S:1:pos:R:3:forces:R:3
Br -0.85516 -2.47652 0.36501 0.174 -0.001 0.057
As -5.26313 1.69007 5.61162 0.205 -0.061 -0.242
Ti 0.62277 -0.71644 -0.66582 0.139 -0.592 0.805
Cl 0.69392 1.09154 1.10275 0.003 -0.033 0.738
Cl 0.76025 3.28019 -0.77022 0.191 0.457 0.384
P -2.30013 0.64720 2.14284 -0.748 0.139 0.511
P 2.09249 -1.81057 1.29522 0.532 -1.044 1.168
F 3.46208 0.56105 -0.20111 0.459 0.373 -0.367
F 4.42019 2.77532 -4.28622 -0.157 -0.203 0.131
F 5.21333 1.97672 -1.78428 -0.195 0.018 -0.094
F 0.31860 0.52532 -3.66084 0.524 0.398 -0.364
F 1.96530 2.00122 -5.22909 0.112 -0.023 0.212
N -1.02611 -0.08777 -1.44751 -0.313 0.249 -0.183
N -5.22895 -5.46877 -7.25474 -0.275 -0.249 -0.311
N 1.06971 -1.97040 -2.04209 0.048 -0.260 -0.624
C -4.56221 -4.84208 -6.56702 -0.238 -0.172 -0.243
C -4.14429 -1.02617 1.08679 0.009 0.050 -0.009
C -2.11882 4.68932 1.13596 0.040 0.163 -0.053
C -1.15516 2.96315 3.05731 -0.030 0.046 -0.058
C 1.04232 -0.94527 3.73868 0.121 -0.071 -0.100
C -6.30027 -2.35540 5.14288 0.026 -0.124 0.035
C 2.35229 1.66522 -3.99796 -0.165 -0.115 0.168
C -3.23954 -3.33082 -3.47057 0.226 0.042 -0.024
C -3.90391 0.32879 1.30094 0.411 0.107 0.073
C -5.34051 -1.45603 0.54854 -0.019 -0.084 -0.032
C 1.51791 0.92087 -3.17075 -0.278 -0.227 0.104
C -0.06794 -3.37846 4.43923 -0.022 -0.043 -0.017
C -6.31662 -0.53601 0.21073 -0.017 -0.004 -0.151
C -8.80444 3.63600 4.39656 -0.097 0.024 0.057
C -6.86248 -0.00399 3.79231 0.016 0.150 -0.105
C 0.59885 -3.24880 3.23416 0.047 0.080 -0.059
C -3.74235 -4.08566 -5.69555 0.508 0.492 0.572
C -1.72201 -0.87796 -2.35541 -0.394 -0.721 -0.610
C -3.02978 0.62982 3.87791 0.126 0.007 0.002
C -4.05174 -4.03215 -4.33651 -0.040 -0.034 -0.185
C 0.72868 -3.48419 -3.69251 -0.295 0.396 0.394
C -1.32061 5.18003 2.15372 -0.045 -0.023 -0.047
C -7.00825 4.92741 3.48594 -0.011 0.108 -0.036
C -7.07642 -2.38510 3.99725 -0.025 -0.125 -0.004
C -5.81626 -1.14769 5.61638 0.140 0.223 0.146
C 2.22471 -2.60110 -2.30081 0.543 -0.342 -0.298
C -6.52223 2.97684 4.82035 0.014 -0.142 0.075
C -1.99246 2.46357 2.05763 0.004 -0.315 -0.146
C -3.00365 0.90557 -1.87788 0.180 0.017 0.051
C 0.11713 -2.47682 -2.91089 -0.404 -0.564 -0.488
C -2.97060 -0.25633 -2.61718 0.468 -0.061 0.231
C -1.80817 -2.71764 -5.31482 -0.056 0.076 0.169
C 2.05899 -3.54379 -3.31309 0.152 0.162 0.346
C -3.90862 1.83910 4.13484 -0.370 0.167 0.264
C -1.79555 0.96593 -1.17371 -0.493 0.495 -0.096
C -2.44609 3.34318 1.08247 0.016 -0.029 0.090
C 2.58929 -3.54086 0.91413 -0.157 0.139 -0.243
C 3.10547 0.93495 -1.47146 -0.375 -0.198 0.168
C -4.89305 1.24484 0.96871 -0.065 0.012 -0.056
C -7.89082 2.79156 4.99908 0.149 -0.152 0.135
C -7.36176 -1.20726 3.32878 -0.103 -0.004 -0.064
C -2.62837 -3.40498 -6.18619 -0.098 -0.110 -0.033
C 4.00224 1.65882 -2.24844 -0.118 -0.094 0.175
C -0.83194 4.30535 3.11460 0.027 0.061 0.095
C -2.09896 -2.69124 -3.95219 -0.194 -0.178 -0.219
C 1.83633 0.54933 -1.86935 0.999 0.473 -0.463
C 3.60713 2.04881 -3.52674 -0.068 -0.072 0.171
C 1.16780 -2.03046 2.87374 -0.028 0.255 -0.288
C -8.36538 4.70609 3.63540 -0.054 0.056 -0.083
C 1.30966 2.72877 0.82299 0.315 0.757 -0.891
C 3.69284 -1.23936 2.01977 -0.192 0.213 -0.384
C 0.37150 -1.08162 4.94067 -0.024 0.101 0.066
C -6.08727 0.81104 0.42130 -0.149 0.064 -0.099
C -6.09439 4.06973 4.07596 0.296 -0.089 0.025
C -6.08471 0.03852 4.94146 0.052 0.190 0.070
C -1.20223 -1.99628 -3.01264 0.061 0.511 0.214
C -0.18655 -2.29714 5.29381 -0.073 0.053 0.014
H 3.96147 -1.88945 2.85398 -0.135 0.021 -0.063
H -7.25469 -0.86720 -0.20658 -0.119 -0.036 -0.072
H 1.78041 -4.09423 0.43336 0.068 0.067 0.047
H -8.23802 1.96297 5.60366 -0.083 -0.053 -0.034
H -2.49653 5.35613 0.37578 -0.026 0.088 -0.076
H 3.44816 -3.51234 0.24165 -0.041 -0.033 0.017
H -1.08022 6.22939 2.20221 0.030 0.147 -0.004
H -3.72437 -0.62135 -3.28748 -0.079 -0.057 -0.145
H -4.92771 -4.54373 -3.97354 -0.097 -0.091 0.062
H -9.86221 3.45925 4.51766 -0.111 -0.011 0.056
H -2.21376 0.55169 4.59967 -0.039 -0.051 0.046
H -6.65749 5.76850 2.90574 0.034 0.082 -0.033
H -4.50369 2.05975 3.24564 0.060 0.031 0.142
H -3.29439 2.71678 4.35412 -0.165 -0.099 -0.003
H -0.72258 -2.39628 6.22486 -0.018 -0.026 0.115
H 3.59824 -0.21482 2.37443 0.078 0.023 0.026
H -7.08893 0.91113 3.25928 -0.003 -0.020 -0.029
H 0.89299 3.38235 1.59560 -0.027 -0.383 -0.187
H -3.79546 1.62718 -1.85159 -0.126 0.155 0.070
H -3.46035 -3.30136 -2.41452 -0.039 0.009 0.124
H -0.20915 4.67647 3.91468 0.082 0.036 0.096
H -5.51115 -2.51034 0.40207 -0.054 -0.175 -0.011
H -3.07094 2.99280 0.27644 -0.059 -0.005 -0.063
H -5.03423 4.26267 3.95009 -0.029 -0.005 -0.045
H -3.60769 -0.29781 3.92935 0.105 -0.023 0.002
H 2.39980 2.70357 0.84629 -0.207 -0.096 -0.050
H 0.64513 -4.09955 2.57284 0.057 -0.058 -0.067
H -5.22510 -1.11508 6.52515 0.001 -0.064 0.007
H -1.46560 1.75083 -0.51161 0.024 -0.137 -0.012
H 2.88765 -4.04432 1.83596 -0.030 0.091 -0.053
H -4.76207 2.30130 1.13417 0.016 0.104 0.072
H -9.08041 5.36649 3.16681 -0.038 0.047 -0.035
H 0.28898 -0.23534 5.60551 -0.007 0.099 0.086
H -3.38875 -1.74718 1.35784 0.110 -0.111 0.012
H -0.50359 -4.32822 4.70443 -0.058 -0.127 0.037
H -6.84506 1.53546 0.16610 -0.131 0.092 -0.016
H 3.12785 -2.36485 -1.75684 -0.042 0.069 -0.046
H 4.47861 -1.27599 1.26675 -0.004 0.065 -0.023
H -2.41000 -3.42776 -7.24312 0.009 -0.001 -0.065
H 2.81726 -4.18919 -3.71067 0.150 -0.094 -0.028
H 1.48004 0.01056 3.48375 0.028 0.009 0.053
H -0.76558 2.28613 3.80515 0.035 -0.060 0.167
H -6.07948 -3.26989 5.67424 0.000 -0.067 0.043
H 0.24505 -4.08739 -4.43646 -0.088 -0.032 -0.107
H -7.46606 -3.32292 3.62824 -0.031 -0.076 -0.002
H -0.94925 -2.17417 -5.67864 0.082 0.002 -0.095
H -7.98058 -1.22374 2.44353 -0.036 -0.013 -0.063
```
Forces are in eV/Å.

total charge = +1
multiplicity = 1
ΔE to the lowest compared entry with this formula, charge and spin = 57.7 kJ/mol